Entry 1:
{"formula": "H22O11", "method": "the ωB97M-V functional and the def2-TZVPD basis", "symbols": ["O", "H", "H", "O", "H", "H", "O", "H", "H", "O", "H", "H", "O", "H", "H", "O", "H", "H", "O", "H", "H", "O", "H", "H", "O", "H", "H", "O", "H", "H", "O", "H", "H"], "positions_angstrom": [[19.526680, 14.438830, -18.844160], [19.002770, 14.574220, -18.054580], [19.303170, 13.553600, -19.131620], [19.005930, 13.341040, -17.293200], [18.584730, 12.482570, -17.250160], [18.590840, 13.847300, -16.594890], [18.923430, 12.493310, -19.381550], [18.843590, 11.651840, -19.830760], [18.145400, 12.543670, -18.826250], [15.623670, 13.066500, -19.915560], [15.619130, 12.811920, -20.838270], [16.528700, 12.932620, -19.634110], [20.114210, 11.491690, -21.945380], [20.102950, 11.820590, -21.046530], [20.986280, 11.714080, -22.271390], [19.913690, 10.396290, -19.897720], [18.981390, 10.531250, -19.727900], [19.948350, 10.060770, -20.793520], [16.943580, 13.914150, -17.671140], [16.658740, 14.826020, -17.611150], [17.163280, 13.791620, -18.594700], [20.616910, 12.525620, -17.830960], [19.831910, 13.006920, -17.569490], [20.556410, 11.694160, -17.360590], [17.991560, 10.335570, -19.745400], [17.056330, 10.497700, -19.621740], [18.029710, 9.637550, -20.399270], [21.296040, 11.603640, -19.594640], [21.015630, 12.191400, -18.893120], [20.504420, 11.122290, -19.835220], [17.433860, 14.205240, -19.707350], [18.382490, 14.086860, -19.755520], [17.301660, 15.143000, -19.846520]], "forces_ev_per_a": [[3.46, 8.07, -1.83], [0.54, 1.71, -1.87], [3.01, 0.98, 0.36], [-14.31, 1.30, 11.10], [-0.75, -0.25, 1.15], [-0.37, 0.29, 0.56], [-3.56, -5.48, -2.01], [0.24, 2.27, -0.61], [-0.22, -0.60, -0.28], [-2.73, -2.31, -0.04], [-0.07, 0.03, -0.34], [-1.06, -0.16, -0.90], [-1.03, -0.01, -2.26], [1.40, 1.13, -0.26], [0.24, 0.16, 0.15], [-4.81, -15.09, -2.32], [4.57, -0.50, 1.56], [0.68, -0.35, -0.63], [-3.28, -0.08, 6.00], [-0.55, -0.03, -0.06], [-0.43, 1.21, -0.03], [8.06, -3.58, 3.38], [7.36, -0.53, -0.93], [0.80, -0.44, 0.08], [-13.66, -3.32, -0.16], [-1.08, 0.51, 0.40], [-0.17, -0.65, -0.31], [10.66, 5.29, -2.93], [1.30, 0.68, -0.38], [4.93, 4.60, 0.74], [0.72, 3.03, -6.35], [0.40, 1.89, -0.96], [-0.31, 0.22, -0.04]], "e_homo_ev": -7.0, "de_lowest_kj_mol": 2558.46, "mol_weight_g_mol": 198.17, "lumo_energy_ev": -0.651, "spin_multiplicity": 1}

Entry 2:
{"formula": "C41H80BF3N3O22P", "method": "the ωB97M-V functional and the def2-TZVPD basis", "symbols": ["H", "N", "C", "C", "C", "N", "C", "C", "C", "C", "O", "N", "C", "C", "O", "C", "F", "F", "F", "B", "O", "C", "C", "C", "C", "C", "C", "C", "C", "O", "C", "C", "P", "C", "C", "C", "H", "H", "H", "H", "H", "H", "H", "H", "H", "H", "H", "H", "H", "H", "H", "H", "H", "H", "H", "H", "H", "H", "H", "H", "H", "H", "H", "H", "H", "H", "H", "H", "H", "H", "H", "H", "H", "H", "H", "H", "H", "H", "H", "C", "O", "C", "O", "O", "C", "H", "H", "H", "H", "H", "H", "C", "O", "C", "O", "O", "C", "H", "H", "H", "H", "H", "H", "C", "O", "C", "O", "O", "C", "H", "H", "H", "H", "H", "H", "C", "O", "C", "O", "O", "C", "H", "H", "H", "H", "H", "H", "C", "O", "C", "O", "O", "C", "H", "H", "H", "H", "H", "H", "C", "O", "C", "O", "O", "C", "H", "H", "H", "H", "H", "H"], "positions_angstrom": [[-6.073091, -1.181086, 1.756138], [-6.129689, -0.659385, 2.635173], [-5.000683, -0.142654, 2.922621], [-3.769752, -0.278355, 2.047155], [-2.428797, -0.352361, 2.803619], [-2.497147, -1.261143, 3.939397], [-3.091339, -2.577268, 3.766756], [-3.130848, -3.298519, 5.123065], [-4.334020, -2.841125, 5.954661], [-2.211015, 1.029792, 3.474648], [-3.061064, 1.728920, 4.004288], [-0.896517, 1.376861, 3.423668], [-0.039163, 0.359313, 2.785893], [0.737732, -0.355954, 3.927506], [-0.026552, -0.476458, 5.138019], [0.638997, -0.180061, 6.258010], [0.915884, 1.137918, 6.348887], [1.814244, -0.818162, 6.360701], [-0.106584, -0.510496, 7.293678], [1.153188, 1.174546, 2.037947], [1.953257, 0.599030, 1.058172], [1.486795, 2.675173, 2.410052], [3.018690, 2.893810, 2.423046], [-1.108339, -0.443768, 1.940756], [-0.675185, -1.919059, 1.804634], [0.683443, -2.313408, 1.199280], [0.820654, -2.336787, -0.331933], [2.236800, -2.004703, -0.865559], [2.171536, -0.796209, -1.802175], [3.464695, -0.297244, -2.107829], [3.634580, 1.085245, -1.854833], [2.653901, 1.988899, -2.605979], [-1.162675, 0.430491, 0.265155], [-1.824115, 2.125758, 0.564357], [-2.490150, -0.240789, -0.847442], [-2.697007, -1.754228, -0.966060], [-4.937105, 0.447457, 3.832008], [-3.905766, -1.218518, 1.503784], [-3.787004, 0.512840, 1.303694], [-2.856926, -0.804478, 4.765270], [-4.128329, -2.552246, 3.403137], [-2.517668, -3.189206, 3.072029], [-2.204552, -3.084203, 5.660333], [-3.250711, -4.366153, 4.930515], [-4.357140, -1.750913, 6.056358], [-5.274842, -3.133373, 5.487490], [-4.282437, -3.245247, 6.966066], [-0.549220, 1.875262, 4.229703], [1.104644, -1.345612, 3.663647], [1.625753, 0.251492, 4.150759], [2.625418, 0.017853, 1.433098], [1.044232, 3.328357, 1.650853], [1.122517, 2.951599, 3.400511], [3.479808, 2.209732, 3.140696], [3.247003, 3.915302, 2.732881], [3.452945, 2.741893, 1.436084], [-0.675434, -2.306687, 2.826631], [-1.441287, -2.506461, 1.292727], [1.517434, -1.768141, 1.643445], [0.842769, -3.346140, 1.530515], [0.597955, -3.355225, -0.664166], [0.114849, -1.682137, -0.839176], [2.597241, -2.846631, -1.461431], [2.948027, -1.804449, -0.062343], [1.519987, -0.040426, -1.356890], [1.691070, -1.115757, -2.737121], [3.616940, 1.310575, -0.782966], [4.649151, 1.317676, -2.190501], [1.841414, 2.306264, -1.945634], [2.198625, 1.479198, -3.455102], [3.143864, 2.896898, -2.957825], [-1.029801, 2.777549, 0.921799], [-2.681701, 2.190934, 1.231966], [-2.110174, 2.484023, -0.428279], [-3.461500, 0.220219, -0.648834], [-2.204918, 0.132193, -1.836317], [-1.786144, -2.342088, -0.889064], [-3.408091, -2.144508, -0.237081], [-3.126692, -1.975683, -1.946819], [4.319580, 1.524146, -6.351049], [3.209996, 2.414679, -6.208277], [3.168031, 3.395388, -7.109600], [3.963504, 3.574738, -7.994273], [2.094310, 4.141905, -6.859424], [1.928402, 5.243901, -7.757598], [4.216182, 0.791011, -5.555557], [4.290915, 1.026208, -7.318199], [5.259840, 2.060241, -6.236461], [1.816258, 4.889191, -8.780169], [2.772759, 5.928018, -7.690682], [1.024531, 5.765716, -7.458561], [-3.076356, 4.429807, 5.183882], [-2.901475, 5.306183, 6.313087], [-3.850471, 5.207247, 7.235052], [-4.806326, 4.477682, 7.199324], [-3.566079, 6.062233, 8.222117], [-4.515168, 6.057084, 9.289389], [-2.234708, 4.621033, 4.523842], [-3.072622, 3.395850, 5.495934], [-4.006004, 4.664281, 4.669123], [-4.563777, 5.075331, 9.756633], [-5.501476, 6.342847, 8.928778], [-4.160855, 6.789227, 10.009098], [-7.246239, -6.865101, 9.100478], [-8.453785, -6.127295, 8.899521], [-8.296807, -5.002267, 8.202906], [-7.259369, -4.589790, 7.755381], [-9.483864, -4.412805, 8.086776], [-9.458158, -3.182563, 7.354625], [-7.524461, -7.743529, 9.674814], [-6.818526, -7.168523, 8.146889], [-6.523248, -6.273566, 9.658715], [-9.112770, -3.348775, 6.336397], [-8.816820, -2.455711, 7.848559], [-10.481831, -2.821479, 7.341626], [5.563244, 11.229337, -7.785353], [6.281032, 10.190991, -7.113389], [5.650299, 9.019123, -7.086134], [4.570063, 8.788872, -7.564390], [6.417816, 8.145578, -6.437774], [5.850312, 6.837757, -6.343190], [6.192046, 12.112503, -7.728121], [5.392352, 10.965256, -8.827011], [4.612952, 11.420610, -7.290974], [5.696653, 6.409716, -7.332146], [4.909542, 6.865314, -5.795521], [6.562115, 6.225657, -5.797298], [4.703864, -3.334718, -4.109878], [4.865714, -4.609896, -4.746675], [4.815440, -5.632192, -3.890969], [4.648876, -5.549964, -2.703120], [4.989569, -6.763496, -4.573850], [4.963273, -7.947568, -3.769921], [4.781127, -2.590959, -4.897602], [3.726379, -3.261024, -3.638727], [5.486153, -3.166093, -3.373988], [4.001033, -8.051533, -3.272896], [5.761927, -7.925479, -3.031729], [5.116366, -8.776155, -4.454510], [0.865858, -4.105419, -10.758049], [0.964265, -4.567483, -9.409274], [2.201284, -4.900024, -9.034650], [3.182952, -4.835930, -9.727331], [2.158752, -5.309649, -7.771741], [3.430197, -5.701622, -7.230851], [-0.182887, -3.874971, -10.919907], [1.466358, -3.209383, -10.902394], [1.184506, -4.879230, -11.453683], [4.124077, -4.867596, -7.241325], [3.838371, -6.537944, -7.796033], [3.240134, -6.014497, -6.214615]], "forces_ev_per_a": [[0.02, -0.02, 0.01], [0.43, 0.27, 0.17], [-0.53, -0.31, -0.19], [0.02, -0.80, -0.10], [-0.43, 1.71, 0.29], [0.46, -0.40, -0.40], [-0.28, -0.44, 0.50], [-0.63, 0.40, -0.24], [0.29, 0.25, 0.12], [-0.01, 0.38, 0.37], [0.25, -0.62, -0.24], [-0.11, -0.62, -0.07], [-0.28, 0.77, 0.54], [0.24, -0.14, -0.12], [0.07, -0.08, -0.11], [-0.06, 0.04, -0.06], [0.07, 0.21, -0.05], [0.18, -0.11, -0.03], [-0.22, -0.07, 0.25], [-0.35, 0.13, -0.83], [0.24, -0.12, 0.80], [0.70, -0.45, 0.23], [-0.38, 0.22, -0.02], [-0.14, -0.71, 0.20], [0.23, -0.21, -0.02], [-0.05, -0.25, -0.07], [0.55, -0.33, -0.19], [-0.38, 0.14, -0.44], [-0.20, -0.19, 0.10], [-0.10, -0.03, 0.09], [0.45, 0.38, -0.36], [-0.33, 0.09, 0.43], [0.58, 0.03, -0.22], [-0.05, -0.17, -0.11], [-0.42, -0.15, 0.04], [-0.18, -0.17, -0.29], [0.07, 0.00, -0.03], [0.03, 0.10, -0.10], [0.06, 0.13, 0.12], [-0.08, 0.04, -0.02], [0.07, 0.07, -0.16], [0.08, 0.21, -0.08], [0.08, -0.29, -0.06], [0.32, -0.05, 0.14], [0.01, -0.02, 0.01], [0.02, -0.09, 0.08], [-0.17, -0.08, -0.05], [-0.03, 0.33, -0.18], [-0.11, 0.01, -0.13], [-0.04, 0.01, 0.05], [0.04, -0.15, -0.36], [-0.17, 0.06, 0.16], [-0.33, 0.20, -0.18], [0.16, 0.07, -0.10], [0.08, -0.07, 0.03], [0.05, -0.13, 0.05], [-0.02, 0.07, -0.02], [-0.06, 0.19, -0.06], [-0.18, 0.21, -0.06], [0.05, 0.07, 0.06], [-0.27, 0.10, 0.00], [-0.03, 0.10, 0.19], [0.30, -0.03, 0.30], [0.02, -0.08, 0.00], [0.21, 0.14, 0.06], [-0.01, 0.06, 0.02], [-0.18, -0.17, 0.03], [-0.02, -0.19, -0.02], [-0.04, -0.06, -0.10], [0.18, 0.01, -0.09], [0.03, -0.06, -0.07], [-0.07, -0.01, 0.11], [-0.02, 0.14, -0.04], [-0.05, 0.04, 0.05], [0.07, 0.04, 0.05], [0.19, 0.07, 0.11], [0.02, 0.08, -0.01], [0.12, 0.07, 0.10], [0.01, 0.01, 0.05], [0.04, -0.14, 0.09], [-0.02, -0.02, 0.03], [-0.06, -0.01, 0.05], [0.06, 0.01, 0.00], [-0.03, 0.04, 0.02], [-0.06, 0.23, -0.13], [-0.06, 0.04, 0.03], [0.03, 0.06, -0.04], [0.00, 0.02, -0.07], [0.10, -0.01, -0.01], [0.05, -0.05, -0.06], [-0.03, -0.13, 0.15], [0.03, 0.22, 0.07], [0.08, 0.05, -0.12], [0.02, 0.02, 0.03], [-0.04, -0.03, -0.01], [0.02, 0.02, 0.01], [-0.02, 0.07, 0.13], [0.03, 0.04, 0.06], [-0.08, -0.06, 0.05], [-0.04, -0.09, 0.03], [-0.05, -0.03, -0.05], [-0.02, -0.07, -0.02], [0.05, 0.01, -0.04], [0.05, -0.13, 0.07], [-0.02, -0.02, 0.02], [-0.07, 0.01, 0.01], [0.10, 0.00, -0.03], [-0.03, 0.00, 0.00], [-0.10, 0.11, -0.05], [-0.07, 0.02, 0.00], [0.03, 0.06, -0.01], [0.02, 0.03, -0.06], [0.07, 0.00, 0.02], [0.06, -0.03, -0.03], [-0.02, -0.06, 0.04], [0.01, 0.15, -0.04], [0.03, 0.02, 0.01], [0.04, 0.01, 0.02], [-0.06, -0.01, -0.02], [0.01, -0.01, 0.02], [-0.01, -0.30, 0.06], [0.05, -0.04, 0.04], [-0.05, -0.04, 0.01], [-0.03, -0.05, -0.03], [-0.09, 0.04, -0.01], [-0.05, 0.04, -0.08], [0.10, 0.13, 0.01], [-0.02, 0.29, -0.13], [0.04, -0.03, 0.28], [0.13, 0.04, 0.00], [-0.06, -0.01, 0.04], [0.00, -0.01, -0.08], [0.01, -0.14, -0.02], [0.01, -0.07, -0.07], [0.02, -0.04, 0.07], [-0.04, -0.06, 0.07], [0.02, 0.04, 0.05], [-0.03, 0.04, 0.04], [0.01, 0.05, -0.05], [-0.10, 0.05, -0.10], [-0.03, 0.00, 0.01], [-0.04, 0.01, 0.00], [0.05, 0.00, -0.03], [0.01, -0.02, 0.05], [-0.08, -0.13, -0.14], [-0.01, -0.02, 0.07], [0.06, -0.04, -0.01], [0.07, 0.02, 0.01], [0.04, 0.00, -0.03], [0.04, 0.06, -0.06], [-0.10, 0.03, 0.05]], "e_homo_ev": -8.4, "mol_weight_g_mol": 1065.87, "lumo_energy_ev": 0.245, "spin_multiplicity": 1, "smiles": "[H]/N=C\\C[C@]1(NCCC)C(=O)N[C@](COC(F)(F)F)(B(O)CC)[C@]1(CCCCCOCC)P(C)CC.COC(=O)OC.COC(=O)OC.COC(=O)OC.COC(=O)OC.COC(=O)OC.COC(=O)OC"}

Entry 3:
{"formula": "C3H6N2O2", "method": "the ωB97M-V functional and the def2-TZVPD basis", "symbols": ["C", "C", "N", "C", "O", "H", "H", "H", "N", "O", "H", "H", "H"], "positions_angstrom": [[0.729656, -1.100975, 2.323084], [0.101866, -1.408524, 1.192727], [-0.109668, -0.528116, 0.148956], [0.040151, 0.696950, 0.053876], [0.575453, 1.743700, 0.065649], [0.859677, -1.835479, 3.099278], [1.118582, -0.111389, 2.502464], [-0.395474, -2.357692, 1.046174], [-0.924768, 0.768906, -1.839076], [0.058411, 1.337204, -2.697306], [-1.815204, 1.226786, -2.033773], [-0.841667, -0.314667, -1.759322], [0.602985, 1.883295, -2.102730]], "forces_ev_per_a": [[-0.04, -0.23, -0.07], [-0.06, 0.19, 0.95], [-0.91, 0.81, -0.34], [1.49, -1.21, -0.13], [-0.48, 0.39, 0.39], [-0.06, -0.12, 0.10], [0.15, 0.12, -0.05], [0.31, -0.17, -0.04], [0.72, -1.18, 0.09], [-0.54, -0.40, 0.16], [0.18, -0.74, -0.19], [-0.59, 2.72, -0.93], [-0.19, -0.19, 0.07]], "e_homo_ev": -9.1, "de_lowest_kj_mol": 450.59, "mol_weight_g_mol": 102.09, "lumo_energy_ev": 0.787, "spin_multiplicity": 1, "smiles": "C=CN=C=O.NO"}

Entry 4:
{"formula": "C5H8N4", "method": "the ωB97M-V functional and the def2-TZVPD basis", "symbols": ["C", "C", "C", "N", "C", "N", "N", "C", "N", "H", "H", "H", "H", "H", "H", "H", "H"], "positions_angstrom": [[3.065307, -0.004681, -0.008436], [1.679934, 0.554831, -0.000834], [0.621262, -0.244004, -0.098598], [-0.711367, 0.065531, -0.028797], [-1.357490, 1.275518, -0.015983], [-2.634211, 1.422263, -0.025479], [-3.434132, 0.269813, -0.018974], [-2.860488, -0.876256, -0.064285], [-1.532785, -1.096627, -0.066441], [3.643348, 0.448093, -0.814237], [3.656769, 0.233342, 0.837775], [3.062971, -1.117274, -0.164455], [1.554632, 1.631809, 0.054455], [0.700345, -1.329706, -0.282899], [-0.804373, 2.224668, -0.018402], [-3.479201, -1.770681, -0.020717], [-1.170518, -1.686642, 0.736305]], "forces_ev_per_a": [[-0.13, -0.83, -1.49], [-0.08, -0.21, 0.15], [0.60, -0.58, -0.34], [-0.78, 0.85, -0.34], [-0.88, 0.51, 0.02], [0.98, 0.48, 0.15], [-0.41, -1.41, -0.57], [-2.19, 1.49, 0.83], [2.96, -1.69, 1.29], [-0.01, -0.14, -0.36], [0.24, 0.12, 1.27], [0.01, 1.03, 0.20], [0.02, -0.07, 0.21], [0.46, 0.64, 0.26], [0.26, -0.79, 0.03], [0.08, 0.12, -0.10], [-1.15, 0.47, -1.21]], "e_homo_ev": -7.5, "de_lowest_kj_mol": 304.57, "mol_weight_g_mol": 124.15, "lumo_energy_ev": 0.549, "spin_multiplicity": 1, "smiles": "C/C=C/N1C=NN=CN1"}